Record 1
{"formula": "C6H31AsB4F6NSn", "method": "the ωB97M-V functional and the def2-TZVPD basis", "charge": -3, "energy_ha": -3450.3889, "symbols": ["Sn", "B", "H", "H", "H", "H", "B", "H", "H", "H", "H", "B", "H", "H", "H", "H", "B", "H", "H", "H", "H", "As", "F", "F", "F", "F", "F", "F", "C", "C", "N", "C", "C", "C", "C", "H", "H", "H", "H", "H", "H", "H", "H", "H", "H", "H", "H", "H", "H", "H"], "xyz": [[-9.677538, 4.389497, 29.550272], [-12.935519, 5.024643, 29.876924], [-12.111059, 4.493577, 30.508411], [-13.955044, 4.536699, 30.144937], [-13.001344, 6.158608, 30.124994], [-12.745482, 4.915183, 28.740919], [-7.320583, 3.261999, 31.303868], [-6.619697, 2.704140, 32.040249], [-6.976668, 3.031177, 30.211830], [-8.405668, 2.871199, 31.451943], [-7.366084, 4.416419, 31.418205], [-11.074091, 1.734801, 28.842733], [-11.101439, 2.754394, 28.271106], [-11.418144, 0.973891, 28.038239], [-9.912123, 1.680148, 28.978731], [-11.687681, 1.689625, 29.818695], [-10.272314, 5.143327, 32.564719], [-10.699418, 6.106106, 32.085631], [-10.689787, 4.204873, 32.014681], [-9.118747, 5.148339, 32.462448], [-10.621883, 5.077281, 33.669674], [-11.649174, 5.082609, 25.492771], [-12.426513, 5.603035, 23.950348], [-13.030489, 4.158418, 25.958802], [-10.808776, 4.737688, 27.018690], [-10.259851, 6.081814, 25.037348], [-12.442735, 6.444578, 26.258928], [-10.935068, 3.639689, 24.817259], [-6.324456, 6.274604, 28.721722], [-7.096640, 7.299741, 29.517500], [-8.558889, 7.242388, 29.232912], [-8.959482, 7.594753, 27.887635], [-8.617666, 8.992209, 27.392075], [-9.223852, 8.099109, 30.207057], [-10.745493, 7.935548, 30.270875], [-5.331055, 6.243282, 29.183128], [-6.107731, 6.634738, 27.712513], [-6.763855, 5.281407, 28.741500], [-7.032764, 7.104385, 30.587457], [-6.739300, 8.326644, 29.364870], [-8.432293, 6.954434, 27.168354], [-10.005871, 7.360927, 27.684136], [-7.610291, 9.335761, 27.664893], [-8.661207, 9.175653, 26.319807], [-9.217359, 9.727452, 27.943490], [-8.870784, 9.142262, 30.191181], [-8.964052, 7.785305, 31.225568], [-11.231967, 8.580567, 29.533393], [-11.081703, 8.231657, 31.266633], [-11.117837, 6.913313, 30.226628]], "forces_ev_per_a": [[-1.89, -1.38, 1.58], [0.04, 0.39, -0.59], [1.37, -0.64, 0.71], [-1.33, -0.94, 0.42], [0.01, 1.54, 0.53], [0.21, -0.15, -1.48], [-0.13, 0.18, -0.71], [1.02, -0.58, 1.14], [0.53, -0.43, -1.67], [-1.56, -0.58, 0.06], [0.30, 1.57, 0.29], [0.66, 0.49, 0.06], [-0.69, 1.74, -0.49], [-0.33, -1.12, -1.07], [1.77, -0.76, 0.67], [-0.66, 0.07, 1.27], [0.51, 0.36, -0.39], [-0.69, 1.21, -0.55], [-0.43, -1.34, -0.92], [1.50, 0.16, 0.18], [-0.40, -0.18, 1.62], [-0.62, 0.64, 0.78], [0.61, -0.76, 0.70], [0.21, -0.14, -0.46], [-0.03, 0.35, -0.78], [-0.39, -0.40, -0.01], [0.67, 0.06, -0.37], [-0.08, 0.69, -0.35], [1.12, 0.84, 0.13], [-1.58, -0.34, -0.25], [0.32, 0.66, 0.76], [0.92, -0.63, -1.97], [0.25, 1.50, 1.21], [-0.77, -0.88, 1.68], [0.12, 1.10, -0.35], [-0.02, -0.44, 0.05], [-0.43, -0.25, -0.20], [0.00, 0.01, 0.00], [0.15, -0.22, -0.03], [0.29, 0.02, -0.13], [-0.07, -0.44, 0.35], [-0.09, 0.11, 0.43], [0.20, -0.53, 0.02], [-0.54, -0.39, -0.03], [-0.34, 0.08, -0.47], [-0.23, 0.19, -0.50], [0.62, -0.42, -0.27], [-0.28, -0.29, -0.11], [0.01, 0.24, -0.05], [0.17, 0.02, -0.44]], "lowdin_charge": [1.516, -0.479, -0.102, -0.065, -0.067, -0.071, -0.557, -0.076, -0.087, -0.074, -0.093, -0.499, -0.121, -0.067, -0.089, -0.050, -0.508, -0.069, -0.075, -0.081, -0.064, 0.785, -0.328, -0.248, -0.376, -0.300, -0.277, -0.270, -0.090, -0.257, -0.224, -0.275, -0.095, -0.286, -0.111, 0.070, 0.063, 0.049, 0.112, 0.096, 0.106, 0.110, 0.053, 0.066, 0.060, 0.103, 0.106, 0.068, 0.071, -0.003]}


Record 2
{"formula": "C6H31NO12", "method": "the ωB97M-V functional and the def2-TZVPD basis", "relative_energy_kcal_mol": 150.99, "energy_ha": -1204.6011, "symbols": ["O", "C", "C", "C", "C", "C", "C", "N", "H", "H", "H", "H", "H", "H", "H", "H", "H", "H", "H", "O", "H", "H", "O", "H", "H", "O", "H", "H", "O", "H", "H", "O", "H", "H", "O", "H", "H", "O", "H", "H", "O", "H", "H", "O", "H", "H", "O", "H", "H", "O"], "xyz": [[3.498390, 0.397480, -0.814451], [3.434108, 0.838907, 0.306193], [3.495256, -0.124107, 1.518155], [3.478040, -1.526483, 0.952511], [1.953443, -2.074191, 0.844608], [1.228990, -2.594979, 1.938031], [1.316153, -2.000517, -1.536072], [1.258194, -1.818229, -0.265234], [3.338073, 1.940806, 0.637625], [2.827900, 0.147763, 2.266754], [4.543630, 0.010911, 1.928707], [4.025663, -2.391255, 1.582518], [3.879353, -1.553949, -0.030543], [1.784786, -2.639793, 2.721456], [0.304841, -3.108365, 1.769802], [1.967512, -2.787710, -2.068864], [0.494936, -1.413119, -1.977044], [-1.159568, -1.273696, -3.720910], [-0.930665, -0.684393, -2.143814], [-1.505699, -0.877516, -2.892265], [-1.148707, 1.851895, -0.398547], [-1.423167, 2.009172, 1.212903], [-0.832162, 2.038161, 0.489318], [-2.779692, -1.697231, -2.797000], [-4.200606, -1.148325, -2.230956], [-3.737816, -1.910563, -2.682260], [0.893939, 0.950488, -3.616375], [1.026533, -0.534406, -3.819692], [0.484980, 0.106322, -4.018349], [-4.142397, -0.433586, 0.090958], [-3.484005, 0.585294, 0.919180], [-4.244573, 0.085031, 0.831470], [-2.918976, 2.172012, -1.562928], [-2.792153, 0.666242, -1.927275], [-2.753075, 1.267535, -1.230664], [-2.687125, 0.221067, 2.868246], [-2.809240, 1.774035, 3.213319], [-2.338163, 1.141576, 2.740593], [0.297869, 0.964059, 1.973672], [0.488727, -0.287853, 2.440375], [0.123020, 0.471426, 2.822070], [0.711643, 3.283338, 2.404981], [-0.146091, 4.304124, 1.528313], [0.558279, 4.089158, 2.068428], [-1.201645, -2.098453, 0.009021], [-1.684926, -1.341622, 1.151274], [-1.217755, -2.120787, 0.890309], [0.848697, 3.078667, -1.810787], [0.785383, 1.864985, -0.882966], [1.089884, 2.180687, -1.693806]], "forces_ev_per_a": [[-0.05, 1.39, 0.30], [-0.17, -0.17, 1.21], [3.43, -0.09, -2.17], [-2.21, -3.59, 2.38], [-0.02, -0.89, 3.33], [0.34, 1.11, -6.94], [-0.11, -0.82, 2.25], [-0.12, 0.87, -3.64], [0.12, -1.03, -1.06], [-1.37, 0.19, 1.34], [-1.00, 0.29, -0.18], [-1.10, 2.35, -1.13], [0.43, 0.05, -0.67], [3.04, -0.86, 5.33], [-0.12, 0.28, 0.41], [-0.85, 1.38, 0.56], [1.22, -0.86, -0.90], [0.69, 0.97, 1.31], [0.46, -0.18, -1.04], [-1.12, -0.26, -0.23], [-1.14, -0.32, 0.57], [-1.70, -0.64, 0.77], [2.93, 0.70, -1.14], [-1.12, 0.34, 0.60], [1.04, -1.32, -0.96], [-1.39, 0.54, 0.72], [-0.93, -1.94, -0.71], [4.92, -5.25, 1.59], [-3.07, 7.55, -1.19], [0.32, -1.75, -2.55], [2.32, 1.75, 0.10], [-2.82, -0.14, 2.63], [-0.09, -0.93, -0.04], [-0.05, -1.38, -2.35], [0.16, 2.35, 1.72], [0.25, 1.66, 0.23], [-1.70, 1.19, 1.53], [0.77, -2.37, -1.69], [-0.91, 0.45, 1.17], [0.97, -3.22, -0.04], [0.52, 2.33, -1.25], [-0.23, -4.57, 1.23], [-2.17, -0.66, -1.42], [2.51, 5.26, 0.30], [0.16, -0.03, -5.49], [-0.48, 0.75, 0.40], [-0.61, -0.54, 4.90], [-0.42, 1.22, 0.25], [-0.79, -0.40, 2.28], [1.25, -0.77, -2.63]], "lowdin_charge": [0.029, -0.236, -0.149, -0.123, -0.309, 0.066, 0.025, 0.007, 0.145, 0.074, 0.139, 0.158, 0.075, -0.013, 0.046, 0.120, 0.030, 0.107, 0.042, -0.071, 0.006, -0.011, -0.055, -0.050, 0.039, -0.114, 0.094, -0.078, -0.018, -0.024, -0.052, 0.008, 0.099, -0.008, -0.013, 0.093, 0.030, -0.039, 0.033, -0.044, -0.051, -0.047, -0.006, 0.026, -0.041, 0.031, 0.014, 0.041, -0.027, 0.001]}


Ordered HOMO energy results: 0.02; -8.13; unit eV.
Ordered orbital gap results: 6.48; 8.03; unit eV.